1.
{"formula": "C30H52N2O4", "method": "wB97M-V/def2-TZVPD", "elements": ["C", "C", "C", "C", "C", "C", "C", "C", "C", "C", "C", "C", "C", "C", "C", "O", "C", "C", "C", "C", "C", "C", "C", "O", "H", "H", "H", "H", "H", "H", "H", "H", "H", "H", "H", "H", "H", "H", "H", "H", "H", "H", "H", "H", "H", "H", "H", "H", "H", "H", "H", "H", "H", "H", "C", "C", "C", "O", "C", "N", "H", "H", "H", "H", "H", "H", "H", "H", "H", "H", "H", "C", "C", "C", "O", "C", "N", "H", "H", "H", "H", "H", "H", "H", "H", "H", "H", "H"], "positions_angstrom": [[5.806, -0.217, 2.212], [5.076, -1.183, 1.232], [5.638, -1.125, -0.216], [4.731, -0.391, -1.223], [4.973, 1.130, -1.238], [4.151, 1.850, -0.144], [2.792, 2.210, -0.773], [1.678, 2.488, 0.251], [0.684, 3.499, -0.327], [-0.754, 3.376, 0.235], [-1.797, 3.487, -0.890], [-3.104, 2.723, -0.638], [-3.055, 1.222, -0.895], [-4.145, 0.613, -1.354], [-4.193, -0.868, -1.584], [-4.893, -1.372, -2.446], [-3.326, -1.665, -0.649], [-3.622, -2.943, -0.261], [-2.776, -3.553, 0.626], [-1.662, -2.946, 1.119], [-1.343, -1.672, 0.700], [-2.185, -1.058, -0.178], [-1.867, 0.335, -0.667], [-0.708, 0.640, -0.888], [6.653, 0.275, 1.736], [6.077, -0.736, 3.130], [5.117, 0.575, 2.513], [4.030, -0.876, 1.181], [5.122, -2.192, 1.640], [6.634, -0.678, -0.197], [5.773, -2.155, -0.559], [3.665, -0.544, -1.027], [4.962, -0.794, -2.214], [6.038, 1.375, -1.230], [4.581, 1.491, -2.196], [3.985, 1.207, 0.719], [4.710, 2.739, 0.152], [2.954, 3.154, -1.307], [2.487, 1.461, -1.509], [1.217, 1.529, 0.495], [2.118, 2.880, 1.174], [1.036, 4.529, -0.219], [0.645, 3.329, -1.407], [-0.854, 2.430, 0.767], [-0.901, 4.147, 0.996], [-2.066, 4.548, -0.961], [-1.429, 3.207, -1.878], [-3.872, 3.145, -1.292], [-3.484, 2.873, 0.379], [-5.070, 1.144, -1.557], [-4.503, -3.429, -0.656], [-3.013, -4.555, 0.966], [-1.008, -3.420, 1.838], [-0.470, -1.136, 1.051], [0.556, -3.166, -4.309], [0.109, -1.972, -3.470], [0.498, -0.607, -4.059], [1.864, -0.262, -3.921], [2.736, -0.876, -4.855], [0.618, -2.133, -2.103], [1.613, -3.393, -4.177], [0.001, -4.057, -4.016], [0.372, -2.993, -5.372], [-0.985, -1.998, -3.428], [-0.050, 0.160, -3.506], [0.188, -0.519, -5.110], [2.272, -0.983, -5.839], [3.072, -1.848, -4.485], [3.618, -0.243, -4.954], [0.221, -1.403, -1.515], [1.613, -1.920, -2.120], [-4.040, 1.424, 3.879], [-3.541, 0.090, 3.332], [-4.267, -1.136, 3.906], [-3.907, -1.481, 5.231], [-4.501, -0.688, 6.242], [-2.091, 0.007, 3.537], [-3.647, 1.639, 4.872], [-3.718, 2.239, 3.229], [-5.131, 1.448, 3.929], [-3.730, 0.091, 2.252], [-3.993, -2.002, 3.298], [-5.357, -1.027, 3.825], [-5.524, -0.400, 5.984], [-3.900, 0.199, 6.449], [-4.530, -1.285, 7.154], [-1.748, -0.824, 3.065], [-1.928, -0.184, 4.523]], "orbital_gap_ev": 8.1, "total_charge": 0, "e_tot_ha": -1584.70792, "smiles": "CCCCCCCCCCCCC1=CC(=O)c2ccccc2C1=O.COC[C@@H](C)N.COC[C@@H](C)N", "e_lumo_ev": -0.88}

---

2.
{"formula": "C30H52N6O8", "method": "wB97M-V/def2-TZVPD", "elements": ["C", "H", "H", "H", "C", "C", "H", "H", "H", "C", "H", "H", "H", "O", "C", "O", "N", "H", "C", "C", "C", "C", "H", "H", "C", "N", "C", "O", "C", "C", "N", "C", "N", "H", "H", "C", "O", "N", "H", "C", "C", "O", "O", "C", "C", "H", "H", "H", "C", "H", "H", "H", "C", "H", "H", "H", "H", "C", "C", "C", "H", "C", "N", "C", "O", "O", "C", "C", "H", "H", "H", "C", "H", "H", "H", "C", "H", "H", "H", "H", "H", "H", "H", "H", "H", "H", "H", "H", "H", "H", "H", "H", "H", "H", "H", "H"], "positions_angstrom": [[1.842, 2.645, -1.757], [2.098, 3.215, -2.645], [2.612, 1.898, -1.591], [0.897, 2.134, -1.924], [1.755, 3.580, -0.551], [3.150, 4.071, -0.158], [3.776, 3.229, 0.131], [3.083, 4.762, 0.677], [3.610, 4.578, -1.001], [0.831, 4.758, -0.864], [1.242, 5.334, -1.688], [-0.155, 4.395, -1.143], [0.738, 5.404, 0.005], [1.201, 2.766, 0.510], [0.968, 3.311, 1.724], [1.171, 4.462, 2.041], [0.439, 2.381, 2.545], [0.388, 1.423, 2.226], [0.221, 2.609, 3.952], [1.102, 1.723, 4.842], [2.490, 2.300, 5.122], [3.449, 2.360, 3.932], [2.992, 2.899, 3.105], [4.322, 2.936, 4.247], [3.940, 0.989, 3.444], [3.201, 0.457, 2.323], [3.750, 0.360, 1.108], [4.886, 0.717, 0.817], [2.916, -0.272, 0.060], [1.614, -0.725, -0.094], [1.456, -1.226, -1.355], [2.603, -1.081, -1.954], [3.515, -0.510, -1.143], [4.479, -0.260, -1.319], [2.805, -1.378, -2.964], [0.483, -0.729, 0.834], [0.585, -0.467, 2.036], [-0.687, -1.010, 0.248], [-0.650, -1.235, -0.738], [-1.900, -1.229, 0.986], [-2.296, -2.715, 0.968], [-3.331, -3.116, 1.437], [-1.363, -3.438, 0.378], [-1.458, -4.884, 0.268], [-1.531, -5.508, 1.660], [-1.486, -6.590, 1.578], [-2.458, -5.230, 2.154], [-0.694, -5.166, 2.265], [-2.675, -5.268, -0.572], [-2.706, -6.347, -0.695], [-3.590, -4.945, -0.082], [-2.617, -4.806, -1.555], [-0.162, -5.279, -0.438], [-0.135, -6.354, -0.593], [-0.091, -4.776, -1.398], [0.693, -4.984, 0.165], [-1.682, -0.972, 2.032], [-3.087, -0.393, 0.491], [-2.988, 1.095, 0.840], [-2.002, 1.903, -0.009], [-1.725, 2.805, 0.538], [-2.561, 2.353, -1.363], [-2.946, 1.262, -2.231], [-2.035, 0.455, -2.822], [-0.842, 0.637, -2.797], [-2.681, -0.563, -3.428], [-1.954, -1.561, -4.183], [-1.029, -2.353, -3.258], [-0.222, -1.726, -2.886], [-1.595, -2.745, -2.414], [-0.597, -3.187, -3.805], [-3.052, -2.467, -4.744], [-3.725, -1.890, -5.373], [-2.611, -3.264, -5.335], [-3.628, -2.903, -3.932], [-1.165, -0.909, -5.317], [-1.830, -0.320, -5.945], [-0.396, -0.258, -4.910], [-0.695, -1.677, -5.924], [-3.910, 0.971, -2.261], [-3.437, 2.989, -1.223], [-1.788, 2.926, -1.883], [-1.091, 1.333, -0.182], [-3.981, 1.541, 0.744], [-2.695, 1.180, 1.888], [-3.187, -0.534, -0.584], [-3.977, -0.808, 0.969], [2.240, 0.142, 2.449], [4.975, 1.075, 3.101], [3.902, 0.266, 4.266], [2.365, 3.315, 5.507], [2.958, 1.707, 5.913], [0.593, 1.603, 5.802], [1.180, 0.735, 4.387], [-0.833, 2.404, 4.173], [0.417, 3.667, 4.141]], "orbital_gap_ev": 9.6, "total_charge": 0, "e_tot_ha": -2105.01141, "de_lowest_kj_mol": 15.6, "e_lumo_ev": 0.56}

---

3.
{"formula": "C30H52N8O10", "method": "wB97M-V/def2-TZVPD", "elements": ["C", "C", "C", "C", "C", "C", "N", "O", "O", "H", "H", "H", "H", "H", "C", "C", "C", "C", "C", "C", "N", "O", "O", "H", "H", "H", "H", "H", "C", "O", "N", "C", "C", "H", "H", "H", "H", "H", "H", "H", "C", "O", "N", "C", "C", "H", "H", "H", "H", "H", "H", "H", "C", "O", "N", "C", "C", "H", "H", "H", "H", "H", "H", "H", "C", "O", "N", "C", "C", "H", "H", "H", "H", "H", "H", "H", "C", "O", "N", "C", "C", "H", "H", "H", "H", "H", "H", "H", "C", "O", "N", "C", "C", "H", "H", "H", "H", "H", "H", "H"], "positions_angstrom": [[-5.513, -2.188, -1.690], [-5.710, -3.564, -1.168], [-4.575, -4.210, -0.349], [-3.373, -3.231, 0.193], [-3.263, -1.777, -0.388], [-4.377, -1.408, -1.352], [-2.514, -3.771, 1.337], [-1.905, -2.899, 2.044], [-2.601, -4.916, 1.621], [-6.241, -1.798, -2.333], [-6.412, -4.238, -1.368], [-4.507, -5.234, -0.361], [-2.463, -1.197, 0.101], [-4.566, -0.463, -1.769], [-2.999, 0.181, 4.211], [-3.922, 1.195, 3.460], [-5.105, 0.548, 2.705], [-5.296, -0.993, 2.795], [-4.345, -1.840, 3.609], [-3.190, -1.231, 4.245], [-6.553, -1.556, 2.146], [-7.457, -0.775, 1.704], [-6.641, -2.739, 2.315], [-2.197, 0.684, 4.797], [-3.730, 2.247, 3.308], [-6.020, 1.133, 2.208], [-4.453, -2.925, 3.749], [-2.544, -1.876, 4.873], [5.185, 1.065, 1.460], [6.237, 1.408, 2.106], [5.180, 0.521, 0.244], [3.989, -0.007, -0.431], [6.511, 0.186, -0.468], [4.186, 1.048, 1.791], [4.275, -0.560, -1.464], [3.263, 0.762, -0.586], [3.738, -0.613, 0.335], [6.804, 0.926, -1.197], [6.625, -0.879, -0.866], [7.350, 0.147, 0.124], [-1.298, -4.112, -5.420], [-2.445, -4.550, -5.331], [-0.793, -3.406, -4.396], [0.499, -2.784, -4.647], [-1.357, -3.074, -3.128], [-0.683, -3.983, -6.183], [0.476, -1.812, -5.024], [1.021, -3.284, -5.438], [1.058, -2.740, -3.846], [-0.729, -3.620, -2.350], [-2.337, -3.544, -2.968], [-1.350, -2.066, -2.787], [2.633, 1.005, -6.284], [3.684, 1.097, -6.847], [2.453, 1.338, -5.006], [1.176, 1.349, -4.429], [3.610, 2.017, -4.331], [1.694, 0.404, -6.607], [1.231, 0.638, -3.449], [0.466, 1.027, -5.223], [0.905, 2.299, -3.926], [3.463, 2.360, -3.322], [3.900, 2.877, -4.944], [4.571, 1.502, -4.516], [1.383, 4.370, -0.426], [1.340, 4.543, -1.667], [0.959, 5.329, 0.462], [0.801, 5.018, 1.921], [0.873, 6.634, 0.004], [1.368, 3.412, -0.120], [0.685, 3.848, 2.134], [-0.262, 5.201, 2.048], [1.326, 5.602, 2.510], [1.728, 7.241, 0.317], [-0.147, 7.108, 0.177], [0.976, 6.861, -1.061], [1.722, 0.453, 4.682], [1.772, 1.009, 3.554], [2.613, -0.576, 4.943], [2.744, -1.268, 6.304], [3.486, -1.151, 3.873], [1.218, 0.560, 5.573], [3.233, -2.199, 6.254], [1.825, -1.230, 6.732], [3.306, -0.559, 6.945], [4.382, -1.547, 4.323], [3.938, -0.401, 3.253], [3.024, -2.151, 3.236], [0.314, -0.361, 0.415], [1.022, -0.895, -0.418], [-0.559, 0.593, 0.334], [-1.019, 1.421, 1.386], [-0.892, 1.127, -1.057], [0.580, -0.855, 1.165], [-1.143, 2.444, 1.124], [-0.538, 1.326, 2.319], [-2.086, 1.021, 1.628], [-0.975, 0.456, -1.752], [-0.058, 1.705, -1.373], [-1.659, 1.816, -1.033]], "orbital_gap_ev": 7.9, "total_charge": 0, "e_tot_ha": -2364.03880, "de_lowest_kj_mol": 1343.5, "smiles": "O=[N+]([O-])c1ccccc1.O=[N+]([O-])c1ccccc1.CN(C)C=O.CN(C)C=O.CN(C)C=O.CN(C)C=O.CN(C)C=O.CN(C)C=O", "e_lumo_ev": -1.16}

---

4.
{"formula": "C30H52O4", "method": "wB97M-V/def2-TZVPD", "elements": ["C", "C", "C", "C", "H", "H", "C", "H", "H", "C", "C", "H", "H", "H", "O", "H", "C", "H", "C", "C", "C", "H", "H", "C", "H", "C", "C", "H", "C", "O", "H", "H", "C", "H", "C", "C", "H", "H", "H", "C", "H", "H", "H", "C", "C", "C", "H", "H", "C", "C", "H", "H", "H", "H", "H", "O", "H", "H", "H", "C", "H", "H", "H", "C", "C", "H", "H", "C", "H", "H", "C", "H", "H", "H", "H", "O", "H", "H", "H", "C", "H", "H", "H", "H", "H", "H"], "positions_angstrom": [[4.670, -4.830, 4.112], [3.262, -5.184, 3.734], [2.343, -4.244, 3.535], [0.908, -4.460, 3.159], [0.291, -4.264, 4.043], [0.730, -5.492, 2.861], [0.447, -3.492, 2.060], [-0.632, -3.596, 1.931], [0.655, -2.476, 2.400], [1.124, -3.686, 0.692], [1.049, -5.147, 0.224], [1.724, -5.760, 0.816], [1.364, -5.216, -0.815], [0.044, -5.546, 0.315], [2.505, -3.325, 0.768], [2.897, -3.815, 1.507], [0.522, -2.767, -0.402], [1.265, -2.787, -1.205], [0.244, -1.302, -0.030], [1.429, -0.353, 0.161], [0.932, 1.087, 0.369], [0.560, 1.134, 1.392], [1.812, 1.726, 0.324], [-0.120, 1.561, -0.644], [0.361, 1.521, -1.625], [-1.306, 0.564, -0.714], [-2.326, 1.054, -1.748], [-1.933, 0.938, -2.759], [-2.717, 2.529, -1.605], [-3.720, 2.817, -2.554], [-3.374, 2.618, -3.432], [-3.224, 2.703, -0.655], [-1.445, 3.403, -1.700], [-0.898, 3.057, -2.588], [-1.708, 4.911, -1.974], [-2.648, 5.565, -0.958], [-3.567, 4.990, -0.891], [-2.915, 6.565, -1.296], [-2.210, 5.638, 0.032], [-2.333, 5.120, -3.366], [-3.398, 4.916, -3.357], [-2.183, 6.157, -3.659], [-1.851, 4.491, -4.112], [-0.340, 5.644, -2.044], [0.537, 5.381, -0.827], [0.784, 3.890, -0.649], [1.409, 3.750, 0.234], [1.340, 3.530, -1.517], [-0.512, 3.068, -0.493], [-1.101, 3.395, 0.887], [-0.823, 4.397, 1.198], [-2.182, 3.335, 0.914], [-0.705, 2.717, 1.635], [0.071, 5.814, 0.060], [1.492, 5.894, -0.969], [-0.487, 7.030, -2.269], [-0.896, 7.415, -1.486], [0.186, 5.281, -2.935], [-3.233, 0.449, -1.678], [-2.048, 0.435, 0.628], [-2.647, -0.469, 0.656], [-2.730, 1.265, 0.765], [-1.375, 0.417, 1.476], [-0.698, -0.813, -1.147], [-1.679, -1.993, -1.267], [-2.506, -1.907, -0.566], [-2.108, -2.049, -2.267], [-0.846, -3.247, -0.934], [-1.362, -3.837, -0.177], [-0.722, -3.882, -1.810], [0.035, -0.758, -2.502], [0.947, -0.173, -2.475], [0.301, -1.764, -2.811], [-0.608, -0.352, -3.278], [2.088, -0.401, -0.720], [2.183, -0.670, 1.309], [2.500, -1.584, 1.185], [-0.322, -1.302, 0.901], [2.613, -3.206, 3.686], [2.984, -6.657, 3.603], [3.852, -7.236, 3.908], [2.748, -6.925, 2.572], [2.140, -6.950, 4.225], [4.808, -3.753, 4.159], [5.370, -5.243, 3.386], [4.915, -5.256, 5.085]], "orbital_gap_ev": 9.8, "total_charge": 0, "e_tot_ha": -1475.30712, "de_lowest_kj_mol": 0.0, "smiles": "CC(C)=CCC[C@](C)(O)[C@H]1CC[C@]2(C)[C@@H]1[C@H](O)C[C@@H]1[C@@]3(C)CC[C@H](O)C(C)(C)[C@@H]3[C@@H](O)C[C@]12C", "e_lumo_ev": 0.63}

---

5.
{"formula": "C30H53AuNP2", "method": "wB97M-V/def2-TZVPD", "elements": ["Au", "C", "C", "C", "C", "C", "C", "H", "H", "H", "C", "H", "H", "H", "C", "H", "H", "H", "C", "H", "H", "H", "C", "H", "H", "H", "C", "C", "C", "C", "C", "C", "C", "C", "H", "H", "H", "H", "H", "H", "H", "H", "H", "H", "H", "H", "P", "C", "H", "H", "H", "C", "H", "H", "H", "C", "H", "H", "H", "P", "C", "H", "H", "H", "C", "H", "H", "H", "C", "H", "H", "H", "C", "C", "C", "C", "C", "C", "N", "H", "H", "H", "H", "H", "H", "H", "H"], "positions_angstrom": [[0.755, -0.078, 0.163], [-2.575, 1.838, 0.296], [-2.988, 0.939, -0.722], [-2.760, -0.256, 1.234], [-2.507, 1.114, 1.524], [-3.115, -0.348, -0.146], [-2.221, 3.255, 0.098], [-1.809, 3.397, -0.912], [-1.471, 3.593, 0.829], [-3.093, 3.926, 0.189], [-2.153, 1.728, 2.818], [-2.156, 2.820, 2.725], [-1.147, 1.419, 3.116], [-2.851, 1.485, 3.633], [-2.617, -1.434, 2.105], [-3.543, -1.667, 2.654], [-1.804, -1.313, 2.827], [-2.377, -2.314, 1.489], [-3.558, -1.565, -0.852], [-4.657, -1.636, -0.849], [-3.188, -2.479, -0.367], [-3.233, -1.540, -1.902], [-3.270, 1.292, -2.123], [-4.241, 1.794, -2.209], [-3.337, 0.390, -2.735], [-2.509, 1.966, -2.531], [1.373, 0.694, -3.159], [0.304, 1.497, -3.270], [-0.380, 1.749, -4.576], [-1.257, 0.611, -5.162], [-1.333, -0.679, -4.397], [-0.287, -1.491, -4.265], [1.036, -1.211, -4.907], [1.933, -0.096, -4.295], [0.353, 2.016, -5.355], [-0.890, 0.420, -6.183], [-1.031, 2.628, -4.457], [2.236, 0.556, -5.130], [1.909, 0.626, -2.209], [-0.088, 2.030, -2.403], [2.851, -0.584, -3.941], [1.623, -2.139, -4.879], [-0.386, -2.493, -3.825], [0.901, -0.971, -5.973], [-2.278, 1.005, -5.271], [-2.350, -0.984, -4.108], [1.686, 2.047, 0.699], [1.194, 2.685, 2.339], [1.987, 3.342, 2.725], [1.063, 1.831, 3.020], [0.258, 3.256, 2.258], [3.484, 1.834, 0.904], [3.929, 2.811, 1.118], [3.912, 1.446, -0.028], [3.690, 1.136, 1.725], [1.551, 3.468, -0.446], [1.893, 3.170, -1.447], [2.191, 4.290, -0.086], [0.513, 3.822, -0.515], [0.836, -2.442, 0.016], [-0.477, -3.317, -0.890], [-0.052, -4.217, -1.357], [-0.905, -2.663, -1.661], [-1.263, -3.636, -0.191], [2.318, -2.711, -1.022], [2.003, -2.765, -2.075], [2.821, -3.645, -0.749], [2.998, -1.858, -0.891], [0.979, -3.395, 1.564], [0.891, -4.470, 1.353], [0.164, -3.107, 2.244], [1.930, -3.190, 2.068], [-0.746, -0.508, 5.205], [0.685, -0.682, 4.949], [1.727, -0.831, 5.920], [2.915, -1.037, 5.188], [2.522, -0.996, 3.807], [3.372, -1.214, 2.637], [1.187, -0.756, 3.691], [-1.249, -0.248, 4.270], [-0.929, 0.277, 5.952], [-1.202, -1.432, 5.593], [1.572, -0.793, 6.994], [3.928, -1.190, 5.541], [4.255, -0.565, 2.651], [3.775, -2.238, 2.616], [2.781, -1.020, 1.719]], "orbital_gap_ev": [7.6, 5.3], "total_charge": 1, "s2": 2.03, "e_tot_ha": -2047.77111, "de_lowest_kj_mol": 0.0, "multiplicity": 3, "e_lumo_ev": [-1.84, -4.04]}